Computed, not measured: 3 unconnected molecules or ions with the total composition C43H82ClFN3O7S, with wB97M-V/def2-TZVPD.

The net charge is +1. As for the total energy: -90785.3812 eV. The largest force on an atom is 4.1 eV/Å. The value obtained for the LUMO energy is -0.145 Ha. The energy above the lowest of the compared OMol25 structures with the same formula, charge and spin comes out at 0.000 eV. The value obtained for the frontier orbital gap is 5.91 eV.

Last column: Löwdin charge in e.
CARTESIAN COORDINATES (ANGSTROEM)
C (2.2787, 8.6533, 2.5201)  -0.102
C (1.2464, 8.1712, 1.4122)  -0.207
C (1.9037, 7.3277, 0.2585)  -0.104
N (1.8822, 5.8565, 0.4729)  0.041
C (2.2808, 5.0423, -0.4685)  0.099
C (2.2609, 3.4866, -0.1082)  -0.270
C (3.7279, 3.0702, 0.2788)  -0.098
C (4.8665, 3.9516, -0.3582)  -0.180
C (4.9167, 3.8838, -1.9399)  -0.186
C (5.6639, 5.1653, -2.4935)  -0.255
S (4.7613, 6.0073, -3.8377)  0.390
O (3.3146, 5.8229, -3.7624)  -0.380
O (5.3640, 5.6785, -5.1133)  -0.332
Cl (5.0962, 8.0463, -3.5132)  0.351
C (1.5520, 2.8838, -1.3928)  -0.089
C (1.6158, 1.3382, -1.5573)  -0.180
C (2.0131, 0.3590, -0.5659)  -0.048
C (2.0318, -1.0920, -0.8259)  -0.043
C (1.6414, -1.6109, -2.1236)  -0.057
C (1.2154, -0.6246, -3.1371)  -0.070
C (1.2101, 0.8033, -2.8799)  -0.039
C (1.1571, 3.6112, 1.0321)  -0.161
C (1.0374, 2.4963, 2.1371)  -0.132
C (-0.3012, 2.7643, 2.9794)  -0.168
C (-1.4944, 1.9795, 2.2601)  -0.193
C (-2.6260, 3.0448, 1.8695)  -0.208
C (-3.7424, 2.4190, 0.9168)  -0.193
C (-5.1583, 2.7343, 1.5750)  -0.222
C (-6.2700, 2.9788, 0.4764)  -0.225
C (-7.6732, 3.2473, 1.1743)  -0.219
C (-8.8723, 3.0598, 0.1484)  -0.220
C (-10.1848, 3.6418, 0.8330)  -0.206
C (-11.4501, 3.3157, -0.0728)  -0.165
C (-11.5530, 4.3927, -1.2315)  -0.238
O (-12.0399, 5.6106, -0.6562)  -0.221
C (-13.1232, 6.1632, -1.4162)  -0.120
C (1.4644, 5.0458, 1.6357)  -0.214
F (2.1849, 5.1335, 2.8245)  0.050
H (1.7298, 8.7162, 3.5009)  0.084
H (3.1827, 7.9959, 2.5987)  0.073
H (2.6518, 9.6966, 2.3177)  0.083
H (0.3421, 7.6751, 1.8643)  0.109
H (0.8571, 9.1142, 0.9343)  0.118
H (1.4745, 7.6162, -0.7329)  0.145
H (2.9917, 7.6261, 0.2183)  0.142
H (2.6365, 5.5248, -1.4229)  0.154
H (3.9853, 2.0018, 0.0867)  0.120
H (3.8168, 3.2102, 1.3982)  0.134
H (4.8987, 5.0102, 0.0329)  0.114
H (5.8401, 3.4951, -0.0102)  0.133
H (3.8839, 3.8907, -2.3698)  0.073
H (5.4000, 2.9400, -2.3166)  0.139
H (5.8454, 5.9207, -1.6815)  0.090
H (6.6854, 4.8666, -2.8595)  0.125
H (1.8895, 3.3367, -2.3673)  0.117
H (0.4577, 3.1561, -1.3124)  0.136
H (2.3528, 0.6882, 0.4387)  0.079
H (2.3599, -1.7844, -0.0010)  0.087
H (1.6749, -2.7059, -2.3289)  0.102
H (0.9075, -1.0555, -4.1237)  0.103
H (0.8651, 1.4626, -3.7145)  0.111
H (0.0883, 3.7593, 0.7109)  0.143
H (1.9464, 2.5699, 2.7897)  0.116
H (0.8946, 1.4772, 1.6942)  0.100
H (-0.5123, 3.8518, 3.1215)  0.102
H (-0.1642, 2.2475, 3.9701)  0.116
H (-1.8892, 1.1926, 2.9500)  0.117
H (-1.1888, 1.5014, 1.2933)  0.104
H (-3.0614, 3.3737, 2.8554)  0.111
H (-2.0987, 3.8763, 1.3317)  0.093
H (-3.5849, 1.3316, 0.7095)  0.111
H (-3.6755, 2.9841, -0.0518)  0.103
H (-5.0468, 3.7105, 2.1293)  0.108
H (-5.4700, 1.9079, 2.2608)  0.115
H (-5.9855, 3.8634, -0.1607)  0.115
H (-6.3275, 2.0432, -0.1436)  0.114
H (-7.7781, 2.5666, 2.0599)  0.111
H (-7.6910, 4.3271, 1.4899)  0.115
H (-8.6099, 3.6811, -0.7485)  0.104
H (-9.0037, 1.9959, -0.1716)  0.112
H (-10.0155, 4.7455, 0.9452)  0.114
H (-10.2780, 3.1554, 1.8447)  0.112
H (-11.3487, 2.2774, -0.4969)  0.110
H (-12.3856, 3.3754, 0.5423)  0.112
H (-10.5269, 4.5590, -1.6723)  0.118
H (-12.2128, 4.0106, -2.0609)  0.120
H (-12.8531, 6.2079, -2.5044)  0.091
H (-14.1061, 5.6523, -1.2365)  0.095
H (-13.2468, 7.2269, -1.0679)  0.093
H (0.4567, 5.4823, 1.8880)  0.156
C (3.1498, -5.4279, 5.9905)  -0.114
O (4.3454, -5.1945, 5.2653)  -0.197
C (4.8169, -6.3426, 4.5588)  -0.207
C (4.6420, -6.1664, 3.0547)  -0.210
N (3.2334, -6.2140, 2.6730)  -0.048
C (2.9694, -5.7759, 1.3017)  -0.193
C (3.3342, -4.3341, 0.9291)  -0.210
O (2.5344, -3.3413, 1.5643)  -0.216
C (2.9434, -2.9996, 2.8795)  -0.089
H (2.9852, -4.5736, 6.6487)  0.089
H (2.2888, -5.5083, 5.3200)  0.074
H (3.2247, -6.3289, 6.6061)  0.090
H (4.3508, -7.2645, 4.9158)  0.122
H (5.8885, -6.4133, 4.7717)  0.122
H (5.1813, -6.9667, 2.5375)  0.125
H (5.1025, -5.2098, 2.7833)  0.100
H (2.7026, -5.6214, 3.2991)  0.064
H (1.8960, -5.8973, 1.1365)  0.116
H (3.4766, -6.4563, 0.6109)  0.115
H (3.1394, -4.2246, -0.1426)  0.113
H (4.3998, -4.1165, 1.0614)  0.114
H (4.0262, -3.0604, 3.0064)  0.091
H (2.4360, -3.6312, 3.6100)  0.072
H (2.6303, -1.9715, 3.0733)  0.084
C (4.0549, -10.4316, -4.7629)  -0.114
O (2.7271, -10.0513, -5.0822)  -0.196
C (1.7348, -10.8601, -4.4502)  -0.208
C (1.0033, -10.0772, -3.3657)  -0.211
N (1.8686, -9.8219, -2.2174)  -0.051
C (1.3326, -8.8454, -1.2689)  -0.193
C (1.0777, -7.4193, -1.7769)  -0.222
O (2.2562, -6.6914, -2.0976)  -0.200
C (2.7838, -6.9518, -3.3891)  -0.093
H (4.7268, -9.9018, -5.4397)  0.090
H (4.3136, -10.1464, -3.7388)  0.073
H (4.2063, -11.5067, -4.8972)  0.089
H (2.1510, -11.7946, -4.0648)  0.122
H (1.0114, -11.1206, -5.2297)  0.122
H (0.1318, -10.6531, -3.0376)  0.124
H (0.6488, -9.1454, -3.8201)  0.100
H (2.7621, -9.4796, -2.5481)  0.064
H (2.0520, -8.7791, -0.4487)  0.115
H (0.4032, -9.2402, -0.8463)  0.119
H (0.6086, -6.8682, -0.9557)  0.112
H (0.3621, -7.3840, -2.6057)  0.110
H (2.0027, -7.1686, -4.1205)  0.090
H (3.5056, -7.7690, -3.3460)  0.070
H (3.3258, -6.0630, -3.7169)  0.087